Density functional theory data (the ωB97M-V functional and the def2-TZVPD basis) for C20H29N5O in the gas phase.

Each line ends with the Löwdin charge.
Geometry (Å):
1 O -4.47 -2.37 -0.30  -0.08
2 C -3.90 -2.32 -1.58  -0.27
3 C -2.47 -1.79 -1.59  -0.13
4 C -2.41 -0.31 -1.20  -0.28
5 C -0.98 0.24 -1.35  -0.14
6 N -0.10 -0.37 -0.37  -0.16
7 C 1.29 -0.02 -0.56  -0.15
8 C 2.17 -1.00 0.14  -0.19
9 C 1.85 -2.22 0.65  -0.04
10 C 3.02 -2.77 1.24  -0.07
11 C 4.02 -1.88 1.07  -0.07
12 N 3.52 -0.78 0.40  0.02
13 C 4.30 0.29 0.04  -0.31
14 N 3.77 1.24 -0.74  0.14
15 C 4.56 2.24 -1.07  -0.12
16 C 5.88 2.33 -0.65  -0.05
17 C 6.33 1.29 0.15  -0.12
18 N 5.56 0.28 0.49  0.14
19 C -0.57 -0.02 0.96  -0.16
20 C -1.99 -0.57 1.15  -0.14
21 N -2.94 -0.11 0.15  -0.12
22 C -3.49 1.22 0.44  -0.31
23 C -4.33 1.19 1.74  -0.13
24 C -5.63 1.95 1.45  -0.18
25 C -5.35 2.70 0.14  -0.19
26 C -4.47 1.72 -0.62  -0.15
27 H -4.24 -1.52 0.13  0.05
28 H -3.93 -3.35 -1.96  0.11
29 H -4.52 -1.70 -2.24  0.11
30 H -1.85 -2.38 -0.92  0.11
31 H -2.07 -1.89 -2.60  0.12
32 H -3.05 0.24 -1.89  0.13
33 H -0.61 0.00 -2.35  0.12
34 H -0.99 1.34 -1.25  0.13
35 H 1.51 1.01 -0.21  0.11
36 H 1.51 -0.04 -1.63  0.13
37 H 0.88 -2.67 0.61  0.10
38 H 3.09 -3.73 1.73  0.09
39 H 5.05 -1.90 1.36  0.10
40 H 4.10 3.00 -1.70  0.11
41 H 6.51 3.16 -0.93  0.10
42 H 7.34 1.26 0.53  0.11
43 H 0.09 -0.46 1.70  0.12
44 H -0.57 1.08 1.11  0.12
45 H -2.35 -0.31 2.15  0.12
46 H -1.94 -1.66 1.09  0.12
47 H -2.68 1.96 0.55  0.14
48 H -3.78 1.65 2.56  0.11
49 H -4.55 0.16 2.01  0.11
50 H -6.45 1.26 1.30  0.11
51 H -5.90 2.63 2.26  0.10
52 H -4.80 3.62 0.34  0.11
53 H -6.26 2.95 -0.40  0.11
54 H -5.07 0.89 -0.99  0.12
55 H -3.97 2.20 -1.47  0.11

Properties
**HOMO energy**: -8.13 eV
**LUMO energy**: 0.58 eV
**Relative energy (zero: lowest compared OMol25 entry of this formula, charge and spin)**: 178.4 kJ/mol
**Maximum force**: 0.0252 Eh/bohr
**Calculated total energy**: -30708.494 eV
**Orbital gap**: 8.70 eV


Density functional theory data (the ωB97M-V functional and the def2-TZVPD basis) for C20H29N5O3 in the gas phase.

Each line ends with the Löwdin charge.
Geometry (Å):
1 C 3.71 3.98 1.31  -0.10
2 C 2.89 2.73 1.02  -0.23
3 C 2.41 2.70 -0.43  -0.14
4 N 1.44 1.67 -0.69  0.02
5 C 1.56 0.47 -1.34  -0.25
6 C 2.85 -0.10 -1.85  -0.10
7 N 3.35 -1.27 -1.16  -0.15
8 C 2.48 -2.45 -1.28  -0.15
9 C 2.16 -3.07 0.08  -0.12
10 N 1.75 -2.03 1.00  -0.02
11 C 0.45 -1.74 1.26  -0.55
12 O 0.10 -0.73 1.84  0.09
13 O -0.38 -2.72 0.86  0.00
14 C -1.78 -2.49 1.02  -0.21
15 C -2.50 -3.14 -0.15  -0.06
16 C 2.74 -1.01 1.27  -0.12
17 C 3.83 -1.05 0.18  -0.16
18 N 0.42 -0.15 -1.49  0.18
19 C -0.53 0.64 -0.90  -0.21
20 C -1.90 0.46 -0.78  0.05
21 C -2.61 1.45 -0.12  -0.21
22 N -4.00 1.36 0.08  0.12
23 C -4.86 0.35 -0.20  -0.51
24 C -6.28 0.68 0.23  0.00
25 O -4.56 -0.69 -0.74  0.06
26 C -1.98 2.59 0.39  -0.03
27 C -0.62 2.79 0.26  -0.01
28 C 0.10 1.80 -0.39  -0.17
29 H 4.58 4.03 0.65  0.07
30 H 4.05 3.98 2.34  0.07
31 H 3.11 4.87 1.14  0.07
32 H 3.50 1.84 1.23  0.09
33 H 2.02 2.69 1.68  0.11
34 H 3.27 2.57 -1.10  0.12
35 H 1.95 3.66 -0.67  0.13
36 H 3.64 0.66 -1.82  0.11
37 H 2.71 -0.39 -2.90  0.13
38 H 2.98 -3.19 -1.91  0.12
39 H 1.54 -2.15 -1.75  0.10
40 H 1.34 -3.79 -0.02  0.13
41 H 3.03 -3.58 0.50  0.12
42 H -2.10 -2.92 1.98  0.13
43 H -1.95 -1.41 1.04  0.10
44 H -3.54 -2.81 -0.17  0.06
45 H -2.47 -4.22 -0.07  0.07
46 H -2.03 -2.84 -1.08  0.08
47 H 2.22 -0.05 1.29  0.09
48 H 3.19 -1.17 2.25  0.13
49 H 4.53 -1.86 0.41  0.12
50 H 4.40 -0.12 0.20  0.11
51 H -2.39 -0.40 -1.19  0.10
52 H -4.39 2.17 0.56  0.14
53 H -6.63 1.58 -0.26  0.08
54 H -6.32 0.82 1.30  0.08
55 H -6.93 -0.15 -0.05  0.08
56 H -2.57 3.34 0.90  0.11
57 H -0.15 3.68 0.66  0.11

Properties
**HOMO energy**: -7.84 eV
**LUMO energy**: 0.73 eV
**Relative energy (zero: lowest compared OMol25 entry of this formula, charge and spin)**: 18.5 kJ/mol
**Maximum force**: 0.0187 Eh/bohr
**Calculated total energy**: -34805.457 eV
**Orbital gap**: 8.57 eV


Density functional theory data (the ωB97M-V functional and the def2-TZVPD basis) for C20H29N6O6PdS as an isolated structure.

Each line ends with the Löwdin charge.
Geometry (Å):
1 Pd 0.37 0.79 0.31  1.12
2 O -2.58 1.26 2.91  0.05
3 C -1.62 1.31 2.16  -0.56
4 O -1.46 0.57 1.12  -0.14
5 C -0.50 2.30 2.46  -0.15
6 C -0.55 3.25 3.45  0.04
7 C 0.56 4.04 3.68  0.02
8 C 1.70 3.84 2.92  0.01
9 C 1.71 2.88 1.93  -0.06
10 N 0.61 2.14 1.70  -0.02
11 H -1.46 3.35 4.03  0.14
12 H 0.54 4.80 4.45  0.14
13 H 2.59 4.43 3.09  0.13
14 H 2.57 2.70 1.31  0.12
15 C 2.58 -2.80 -5.48  -0.10
16 C 2.98 -1.34 -5.66  -0.29
17 S 3.17 -0.57 -4.07  0.67
18 O 4.26 -1.19 -3.36  -0.27
19 O 1.88 -0.48 -3.41  -0.32
20 C 3.67 1.12 -4.42  -0.19
21 C 4.35 1.74 -3.20  -0.09
22 N 3.72 1.34 -1.92  0.06
23 C 2.46 1.64 -1.54  -0.32
24 N 2.14 0.97 -0.44  -0.09
25 C 3.22 0.18 -0.10  0.00
26 C 4.19 0.41 -1.01  -0.13
27 N 5.52 -0.18 -0.99  -0.33
28 O 5.62 -1.17 -0.31  0.15
29 O 6.39 0.38 -1.61  0.13
30 C 1.57 2.57 -2.27  0.03
31 H 2.46 -3.26 -6.46  0.09
32 H 1.63 -2.88 -4.94  0.08
33 H 3.34 -3.35 -4.93  0.09
34 H 2.23 -0.77 -6.20  0.11
35 H 3.94 -1.25 -6.16  0.12
36 H 2.78 1.65 -4.74  0.10
37 H 4.38 1.12 -5.24  0.13
38 H 4.34 2.82 -3.26  0.14
39 H 5.38 1.41 -3.14  0.12
40 H 3.25 -0.47 0.76  0.14
41 H 2.08 3.51 -2.49  0.11
42 H 0.70 2.80 -1.66  0.08
43 H 1.23 2.12 -3.20  0.09
44 C -4.53 -0.49 2.46  0.12
45 C -6.51 -1.54 3.21  0.17
46 N -5.94 -2.68 3.18  -0.08
47 C -4.90 -2.98 4.17  -0.01
48 C -3.57 -2.27 3.68  -0.01
49 N -3.90 -1.61 2.41  -0.09
50 C -4.27 -2.59 1.38  -0.02
51 C -5.59 -3.28 1.88  -0.01
52 H -4.38 0.20 3.28  0.13
53 H -4.92 -0.08 1.53  0.16
54 H -7.14 -1.23 2.38  0.16
55 H -6.60 -1.01 4.15  0.16
56 H -4.73 -4.06 4.19  0.15
57 H -5.20 -2.63 5.16  0.15
58 H -2.83 -3.04 3.50  0.15
59 H -3.22 -1.54 4.40  0.15
60 H -3.50 -3.34 1.31  0.15
61 H -4.43 -2.09 0.43  0.15
62 H -5.39 -4.34 2.03  0.15
63 H -6.41 -3.14 1.18  0.15

Properties
**HOMO energy**: -16.56 eV
**LUMO energy**: -11.20 eV
**Relative energy (zero: lowest compared OMol25 entry of this formula, charge and spin)**: 0.0 kJ/mol
**Maximum force**: 0.0488 Eh/bohr
**Charge**: +3
**Calculated total energy**: -56720.653 eV
**Orbital gap**: 5.36 eV


> Look up the maximum force of the second one.

0.0187 Eh/bohr


Repeat the third record exactly.
Density functional theory data (the ωB97M-V functional and the def2-TZVPD basis) for C20H29N6O6PdS as an isolated structure.

Each line ends with the Löwdin charge.
Geometry (Å):
1 Pd 0.37 0.79 0.31  1.12
2 O -2.58 1.26 2.91  0.05
3 C -1.62 1.31 2.16  -0.56
4 O -1.46 0.57 1.12  -0.14
5 C -0.50 2.30 2.46  -0.15
6 C -0.55 3.25 3.45  0.04
7 C 0.56 4.04 3.68  0.02
8 C 1.70 3.84 2.92  0.01
9 C 1.71 2.88 1.93  -0.06
10 N 0.61 2.14 1.70  -0.02
11 H -1.46 3.35 4.03  0.14
12 H 0.54 4.80 4.45  0.14
13 H 2.59 4.43 3.09  0.13
14 H 2.57 2.70 1.31  0.12
15 C 2.58 -2.80 -5.48  -0.10
16 C 2.98 -1.34 -5.66  -0.29
17 S 3.17 -0.57 -4.07  0.67
18 O 4.26 -1.19 -3.36  -0.27
19 O 1.88 -0.48 -3.41  -0.32
20 C 3.67 1.12 -4.42  -0.19
21 C 4.35 1.74 -3.20  -0.09
22 N 3.72 1.34 -1.92  0.06
23 C 2.46 1.64 -1.54  -0.32
24 N 2.14 0.97 -0.44  -0.09
25 C 3.22 0.18 -0.10  0.00
26 C 4.19 0.41 -1.01  -0.13
27 N 5.52 -0.18 -0.99  -0.33
28 O 5.62 -1.17 -0.31  0.15
29 O 6.39 0.38 -1.61  0.13
30 C 1.57 2.57 -2.27  0.03
31 H 2.46 -3.26 -6.46  0.09
32 H 1.63 -2.88 -4.94  0.08
33 H 3.34 -3.35 -4.93  0.09
34 H 2.23 -0.77 -6.20  0.11
35 H 3.94 -1.25 -6.16  0.12
36 H 2.78 1.65 -4.74  0.10
37 H 4.38 1.12 -5.24  0.13
38 H 4.34 2.82 -3.26  0.14
39 H 5.38 1.41 -3.14  0.12
40 H 3.25 -0.47 0.76  0.14
41 H 2.08 3.51 -2.49  0.11
42 H 0.70 2.80 -1.66  0.08
43 H 1.23 2.12 -3.20  0.09
44 C -4.53 -0.49 2.46  0.12
45 C -6.51 -1.54 3.21  0.17
46 N -5.94 -2.68 3.18  -0.08
47 C -4.90 -2.98 4.17  -0.01
48 C -3.57 -2.27 3.68  -0.01
49 N -3.90 -1.61 2.41  -0.09
50 C -4.27 -2.59 1.38  -0.02
51 C -5.59 -3.28 1.88  -0.01
52 H -4.38 0.20 3.28  0.13
53 H -4.92 -0.08 1.53  0.16
54 H -7.14 -1.23 2.38  0.16
55 H -6.60 -1.01 4.15  0.16
56 H -4.73 -4.06 4.19  0.15
57 H -5.20 -2.63 5.16  0.15
58 H -2.83 -3.04 3.50  0.15
59 H -3.22 -1.54 4.40  0.15
60 H -3.50 -3.34 1.31  0.15
61 H -4.43 -2.09 0.43  0.15
62 H -5.39 -4.34 2.03  0.15
63 H -6.41 -3.14 1.18  0.15

Properties
**HOMO energy**: -16.56 eV
**LUMO energy**: -11.20 eV
**Relative energy (zero: lowest compared OMol25 entry of this formula, charge and spin)**: 0.0 kJ/mol
**Maximum force**: 0.0488 Eh/bohr
**Charge**: +3
**Calculated total energy**: -56720.653 eV
**Orbital gap**: 5.36 eV


> Look up the calculated total energy of the third one.

-56720.653 eV


> Which value of LUMO energy does entry 1 give?

0.58 eV